(1)
ORCA calculation (ωB97M-V/def2-TZVPD) on C19H33MgN5O3SSi as an isolated structure at a distorted geometry.

```
63
Properties=species:S:1:pos:R:3
Mg 0.165 0.040 -0.860
C 5.165 1.576 3.614
Si 4.842 0.154 2.431
C 5.860 0.489 0.910
C 5.403 -1.438 3.233
C 2.961 0.060 2.256
C 2.221 0.371 3.389
C 0.828 0.348 3.391
C 0.200 0.019 2.219
N 0.864 -0.310 1.100
C 2.225 -0.305 1.093
S 2.949 -0.798 -0.410
H 6.240 1.777 3.686
H 4.799 1.369 4.626
H 4.673 2.488 3.257
H 6.887 0.730 1.215
H 5.456 1.338 0.351
H 5.878 -0.369 0.237
H 6.456 -1.376 3.533
H 5.295 -2.281 2.542
H 4.806 -1.653 4.126
H 2.736 0.650 4.305
H 0.259 0.602 4.276
H -0.880 -0.001 2.143
N 1.241 0.677 -2.757
C 0.808 1.863 -3.538
C 0.404 2.983 -2.576
C -0.553 2.332 -1.591
O -1.720 2.129 -1.959
O -0.014 1.895 -0.496
H 2.157 0.830 -2.346
H 1.327 -0.137 -3.350
H -0.063 1.580 -4.124
H 1.581 2.208 -4.223
H -0.080 3.790 -3.122
H 1.275 3.360 -2.040
C -1.044 -3.879 -2.299
C -0.076 -2.865 -1.750
N 0.917 -3.319 -0.986
O -0.221 -1.658 -2.006
H -1.592 -4.343 -1.477
H -0.514 -4.664 -2.841
H -1.745 -3.384 -2.963
H 1.024 -4.300 -0.807
H 1.632 -2.660 -0.673
N -1.816 -0.446 -0.199
C -2.795 0.177 -0.245
N -3.894 0.906 -0.316
C -4.557 1.014 -1.628
C -5.499 -0.168 -1.835
C -6.490 -0.273 -0.669
C -5.764 -0.337 0.680
C -4.823 0.855 0.828
H -3.787 1.090 -2.390
H -5.117 1.950 -1.620
H -4.901 -1.083 -1.894
H -6.030 -0.059 -2.782
H -7.127 -1.150 -0.795
H -7.146 0.605 -0.679
H -5.169 -1.255 0.734
H -6.478 -0.358 1.506
H -4.248 0.824 1.750
H -5.389 1.788 0.813
```

Results
Highest occupied orbital energy = -7.182 eV
Calculated total energy = -2131.3070 a.u.
M = 463.96 g/mol
E_LUMO = 0.01765 Ha
Kohn-Sham gap = 0.2816 hartree
ΔE to the lowest compared entry with this formula, charge and spin = 11.08 kcal per mole

(2)
ORCA calculation (ωB97M-V/def2-TZVPD) on a 3-piece molecular cluster, C19H33N4O5S overall at a distorted geometry.

```
62
Properties=species:S:1:pos:R:3
C 2.898 -1.950 2.328
C 3.721 -0.559 1.901
C 4.239 0.180 3.269
N 4.294 1.690 3.205
C 4.649 2.211 1.829
N 6.048 2.149 1.197
C 6.369 2.680 -0.195
C 5.181 3.360 -1.140
C 3.649 3.474 -0.560
C 2.491 4.156 -1.504
O 2.334 5.494 -1.431
O 1.601 3.322 -2.378
C 3.388 2.899 0.971
C 1.885 3.011 1.674
C 0.742 2.087 0.936
S -0.829 2.256 2.009
C -2.188 1.150 1.329
N -3.662 1.570 1.205
N -4.411 0.514 0.657
C -3.447 -0.636 0.456
O -2.076 -0.252 0.864
H 2.742 -2.549 1.308
H 1.798 -1.615 2.646
H 3.452 -2.571 3.151
H 2.969 0.059 1.252
H 4.679 -0.925 1.310
H 3.484 -0.090 4.152
H 5.283 -0.245 3.593
H 5.083 2.038 3.827
H 6.807 1.731 1.808
H 7.496 2.599 -0.550
H 5.466 3.755 -2.210
H 1.738 2.359 -2.112
H 1.472 4.130 1.635
H 1.895 2.731 2.826
H 0.457 2.530 -0.110
H 1.036 0.961 0.802
H -3.674 -1.715 0.039
C -6.746 -1.104 -0.807
C -7.051 -2.528 -1.242
C -8.432 -2.966 -0.780
O -6.071 -3.408 -0.697
H -6.759 -1.016 0.285
H -5.745 -0.807 -1.135
H -7.474 -0.400 -1.222
H -6.987 -2.602 -2.333
H -8.505 -2.944 0.313
H -8.633 -3.997 -1.089
H -9.210 -2.318 -1.195
H -6.120 -3.350 0.271
C -0.012 -1.860 -3.823
C 0.362 -1.794 -2.351
C -0.311 -2.903 -1.558
O -0.029 -0.530 -1.821
H -1.092 -1.737 -3.959
H 0.470 -1.048 -4.379
H 0.290 -2.814 -4.265
H 1.450 -1.872 -2.244
H -1.402 -2.817 -1.614
H -0.042 -2.835 -0.498
H -0.018 -3.889 -1.932
H -0.993 -0.451 -1.912
```

Results
Net charge = +1
Highest occupied orbital energy = -10.953 eV
Calculated total energy = -1736.3832 a.u.
M = 429.56 g/mol
E_LUMO = -0.19912 Ha
Kohn-Sham gap = 0.2034 hartree

(3)
ORCA calculation (ωB97M-V/def2-TZVPD) on a 2-piece molecular cluster, C19H34BF3N4O6P overall at a distorted geometry.

```
68
Properties=species:S:1:pos:R:3
C 4.387 -2.383 5.410
C 3.633 -3.573 5.505
C 2.581 -4.822 5.276
C 1.373 -4.437 4.196
C 2.016 -4.644 2.700
C 1.534 -3.508 1.598
C 2.592 -2.339 1.147
C 2.060 -1.254 -0.009
C 3.163 -0.124 -0.479
O 2.689 1.266 -0.409
C 2.449 1.713 0.972
F 3.142 0.929 2.019
F 0.977 1.887 1.216
F 3.020 3.109 1.056
C 0.519 -1.380 -0.642
B -0.006 -0.323 -1.834
O -0.935 0.799 -1.594
C 0.616 -0.564 -3.344
C 0.007 -1.863 -4.138
N -0.430 -2.491 -0.148
C -1.854 -2.679 -0.641
C -2.934 -1.730 0.207
N -2.344 -1.313 1.550
N -3.493 -0.587 -0.612
N -4.141 -2.626 0.553
C 0.045 -3.503 0.912
H 4.981 -1.368 5.300
H 3.199 -5.696 4.746
H 2.099 -5.199 6.281
H 0.450 -5.159 4.389
H 1.120 -3.303 4.360
H 3.205 -4.567 2.766
H 1.813 -5.750 2.300
H 3.666 -2.303 1.617
H 3.372 -0.342 -1.634
H 4.220 -0.298 0.048
H -1.405 1.064 -2.446
H 0.530 0.419 -3.984
H 1.786 -0.767 -3.223
H -0.734 -1.536 -5.015
H 0.877 -2.460 -4.694
H -0.577 -2.622 -3.462
H -2.166 -3.798 -0.366
H -1.990 -2.587 -1.800
H -1.895 -0.382 1.406
H -3.200 -1.214 2.175
H -3.560 0.265 0.020
H -4.451 -0.800 -0.998
H -4.431 -3.190 -0.276
H -3.908 -3.235 1.376
H -0.707 -4.343 1.258
C -2.016 6.581 0.172
O -2.249 5.448 -0.644
P -1.543 5.604 -2.216
O -2.825 5.040 -2.837
O -0.490 4.368 -1.928
C -0.644 3.473 -0.844
O -0.838 5.760 -3.788
C -1.080 7.020 -4.381
H -2.489 6.413 1.146
H -0.943 6.721 0.316
H -2.449 7.467 -0.290
H -1.664 3.086 -0.777
H -0.352 3.971 0.084
H 0.033 2.626 -0.997
H -0.670 7.813 -3.749
H -2.154 7.174 -4.518
H -0.588 7.051 -5.357
```

Results
Net charge = +1
Highest occupied orbital energy = -10.877 eV
Calculated total energy = -2079.7810 a.u.
M = 513.28 g/mol
E_LUMO = -0.16990 Ha
Kohn-Sham gap = 0.2298 hartree
ΔE to the lowest compared entry with this formula, charge and spin = 413.81 kcal per mole

(4)
ORCA calculation (ωB97M-V/def2-TZVPD) on a 6-piece molecular cluster, C19H34Br10NO6P overall at a distorted geometry.

```
71
Properties=species:S:1:pos:R:3
C -8.698 0.042 -4.786
C -8.130 1.510 -4.661
O -8.173 2.094 -5.962
C -9.005 2.260 -3.632
N -8.395 3.467 -3.037
C -7.144 3.162 -2.300
C -7.162 3.697 -0.843
O -6.122 4.648 -0.523
C -4.887 4.182 -0.747
C -4.153 3.277 -0.092
P -4.599 2.362 1.436
O -3.487 1.460 1.822
C -2.867 3.226 -0.926
O -2.072 2.410 -0.770
O -2.816 4.247 -1.871
C -4.102 4.737 -1.947
O -4.570 5.412 -2.758
H -7.901 -0.712 -4.898
H -9.290 -0.236 -3.898
H -9.354 -0.030 -5.673
H -7.075 1.389 -4.340
H -7.870 1.410 -6.574
H -9.242 1.581 -2.796
H -9.916 2.582 -4.169
H -8.127 4.049 -3.830
H -7.015 2.064 -2.236
H -6.308 3.538 -2.911
H -8.145 4.144 -0.630
H -7.073 2.839 -0.145
H -5.829 1.670 1.313
H -4.722 3.333 2.467
Br 2.313 2.271 2.891
C 1.289 2.124 1.239
C 1.979 1.229 0.245
Br 3.476 2.138 -0.612
H 1.136 3.135 0.871
H 0.330 1.701 1.535
H 1.303 0.967 -0.568
H 2.374 0.319 0.688
Br 4.911 -2.398 1.775
C 3.551 -2.311 3.167
C 2.408 -3.246 2.878
Br 1.259 -2.497 1.499
H 3.243 -1.271 3.240
H 4.063 -2.600 4.084
H 1.775 -3.361 3.756
H 2.723 -4.228 2.536
Br 8.519 -5.989 -2.161
C 7.330 -4.451 -2.274
C 6.646 -4.189 -0.959
Br 5.193 -5.448 -0.648
H 6.635 -4.647 -3.085
H 7.972 -3.614 -2.543
H 6.174 -3.206 -0.962
H 7.316 -4.262 -0.107
Br 8.041 -4.753 5.673
C 7.694 -5.958 4.183
C 6.430 -5.581 3.456
Br 4.847 -6.143 4.446
H 7.669 -6.965 4.589
H 8.556 -5.855 3.526
H 6.367 -6.102 2.501
H 6.335 -4.512 3.289
Br 7.243 1.526 4.895
C 6.895 1.938 3.023
C 6.493 0.707 2.256
Br 8.033 -0.420 1.853
H 7.791 2.412 2.631
H 6.081 2.660 3.036
H 6.079 0.979 1.286
H 5.780 0.086 2.789
```

Results
Highest occupied orbital energy = -9.690 eV
Calculated total energy = -27332.0148 a.u.
M = 1202.50 g/mol
E_LUMO = -0.04094 Ha
Kohn-Sham gap = 0.3152 hartree
SMILES = C[C@@H](O)CNCCOC1=C([PH2]=O)C(=O)OC1=O.BrCCBr.BrCCBr.BrCCBr.BrCCBr.BrCCBr

Which formula does entry 4 have? C19H34Br10NO6P